Below is 4 unconnected molecules or ions with the total composition C28H30NO14P, with properties calculated with the ωB97M-V functional and the def2-TZVPD basis.

For the HOMO-LUMO gap, the calculation gives 6.70 eV. As for the structure (SMILES): O=C1C=C(O)C(=O)C=C1O.O=C1C=C(O)C(=O)C=C1O.O=C1C=C(O)C(=O)C=C1O.O[PH3]CCCNCc1ccccc1O.

```
! RIJCOSX wB97M-V def2-TZVPD def2/J DEFGRID3
* xyz 0 1
P 2.91716 -4.16695 2.04132
O 2.71077 -0.00560 -8.99488
O 4.63282 1.83072 -5.11821
O -0.20975 4.83455 -1.13931
O 4.00595 -5.35067 2.76117
O 0.25684 1.04634 -8.47315
O -4.37584 -1.93212 3.28001
O 2.13851 2.81762 -4.54464
O -0.51624 2.13342 1.78393
O 3.07168 1.47178 -0.89619
O 1.23804 6.34162 -2.88471
O -4.73578 3.92677 4.43095
O -2.58476 0.40873 2.16362
O 4.55661 3.02170 -2.57417
O -2.70185 5.67680 3.97304
N -1.02205 -2.35470 4.03255
C -3.72389 2.12116 3.30512
C -3.78188 3.49926 3.80574
C -4.67118 -4.99698 0.71366
C 1.63524 -2.99518 1.24671
C 1.13374 1.96504 -6.49700
C -2.55653 -5.32808 2.37193
C -1.55197 3.95674 2.85994
C 3.74078 0.89029 -7.07477
C 2.25918 2.18275 -5.58285
C 1.29241 1.25377 -7.61515
C -2.84185 -3.97018 3.11138
C 2.58712 2.66325 -1.34622
C 0.89985 -2.00681 2.30844
C -3.45881 -5.83484 1.19400
C -1.94209 -3.48297 4.33987
C 1.73296 5.16337 -2.41357
C -1.48451 2.57299 2.38098
C -4.99219 -3.63965 1.41930
C 2.93570 4.72044 -2.78233
C 2.60854 0.65372 -7.97478
C -4.07668 -3.16640 2.58661
C -2.65400 1.68636 2.63823
C -2.62379 4.39437 3.52460
C 0.87699 4.39053 -1.46960
C 1.38516 3.10712 -0.97457
C 0.32640 -2.79958 3.58734
C 3.58555 1.60472 -5.95680
C 3.45336 3.44938 -2.26883
H 4.69411 0.46417 -7.35682
H -1.71448 0.34222 1.72193
H -0.02251 -1.59559 1.74435
H 1.55830 -1.10240 2.57475
H -5.88529 -2.98025 1.11786
H 3.56753 5.27267 -3.46519
H 3.82846 -3.93278 0.95166
H -4.57848 1.48638 3.50029
H 0.36010 -3.93108 3.36889
H -1.37095 -4.40939 4.72659
H 4.27437 2.36762 -4.38302
H 2.09871 -2.41133 0.36450
H 3.46760 -5.94448 3.32698
H -1.68625 -6.01941 2.65434
H 0.18286 2.40341 -6.22448
H -3.80989 -1.24053 2.85204
H 1.08734 -2.62032 4.44269
H 0.62550 0.50519 -9.19884
H -3.56844 5.74340 4.42005
H 3.07634 -3.34132 3.21221
H -1.43981 -1.65390 3.40914
H -2.67934 -3.08869 5.13968
H 1.95706 -5.23570 1.92745
H 0.74680 2.54751 -0.30360
H -5.37514 -5.29153 -0.14041
H -3.28745 -6.83788 0.66146
H -0.70394 4.59490 2.65108
H 0.35828 6.43759 -2.47061
H 3.95411 1.37895 -1.30541
H 0.80877 -3.66204 0.80175
*
```

Here are the Mulliken charges for atoms 1 to 2, given in e: P 0.3928; O -0.6071

***

Below is a molecular structure, C13H24BaClNO3, with properties calculated with the ωB97M-V functional and the def2-TZVPD basis.

The energy relative to the best compared isomer or geometry (same formula, charge and spin) is 2.5 kcal per mole. For the HOMO-LUMO gap, the calculation gives 6.50 eV.

```
! RIJCOSX wB97M-V def2-TZVPD def2/J DEFGRID3
* xyz 0 1
Ba 2.07584 0.08323 -0.27595
Cl 3.38884 1.57258 -2.55364
O 0.51848 -1.28922 -2.07354
O 1.60034 -0.21830 2.45989
O 0.96686 -2.34309 0.57098
N -0.89685 0.87447 0.17356
C -0.41461 -2.17707 -1.46610
C 0.36192 2.95716 -0.48277
C -0.15026 -0.39413 -2.97718
C 0.82190 0.86650 2.98670
C -1.98012 2.27207 -1.26586
C 3.93927 2.04943 -0.80512
C 0.31027 -3.06065 -0.46743
C 1.07416 -1.49935 2.79772
C 0.16289 -2.03686 1.71959
C -2.18100 0.42075 -0.02375
C -0.80593 2.02205 -0.58031
C -2.80405 -0.70283 0.75584
C -2.87178 1.24247 -0.89893
H 1.92793 -2.16596 2.93209
H 5.02520 1.94588 -0.87718
H -0.39953 -3.77422 -0.03699
H -1.20651 -1.58937 -0.99868
H 0.77917 0.78987 4.07557
H 0.51545 -1.44236 3.73558
H 1.33541 1.78838 2.71790
H -0.95045 0.13859 -2.45670
H 0.48373 3.33507 0.53696
H 0.59902 0.31497 -3.32607
H -0.58070 -1.28261 1.46248
H -0.86278 -2.81965 -2.23409
H -0.55054 -0.94664 -3.83070
H -2.45001 -1.70989 0.50539
H 0.19290 3.81262 -1.13662
H -0.34885 -2.94575 2.05257
H -3.90505 1.12772 -1.19353
H -2.17434 3.11815 -1.90882
H -3.87992 -0.70312 0.57897
H 1.33031 2.56026 -0.79874
H -0.17476 0.87826 2.54330
H 1.09296 -3.62191 -0.98091
H -2.65602 -0.57168 1.83292
H 3.74122 3.12420 -0.78838
*
```

Here are the Mulliken charges for atoms 1 to 2, given in e: Ba 1.5805; Cl -0.2384

***

Below is 4 unconnected molecules or ions with the total composition C17H30FNO12Si, with properties calculated with the ωB97M-V functional and the def2-TZVPD basis.

For the HOMO-LUMO gap, the calculation gives 10.26 eV. As for the structure (SMILES): C[Si](C)(C)OCCOC(=O)NCCF.O=C1OCCO1.O=C1OCCO1.O=C1OCCO1.

```
! RIJCOSX wB97M-V def2-TZVPD def2/J DEFGRID3
* xyz 0 1
Si 1.04660 2.39810 2.19167
F -2.60004 2.00731 0.44426
O 3.53192 -1.97814 -2.52819
O 3.37852 -2.87533 -0.45598
O 2.03810 -3.60792 -2.12545
O -2.73636 5.27099 5.02947
O 1.03958 -7.84356 -0.81611
O -1.02819 4.98917 3.54803
O -1.10691 -1.54434 -4.79941
O -0.33153 3.27541 1.61446
O 1.49106 -10.05578 -0.96373
O 3.07409 -8.52386 -1.48521
O -1.59303 -0.69436 -2.76047
O -3.11779 -0.58206 -4.40551
N -3.46418 4.60223 2.90556
C -3.59494 2.85517 1.04364
C 1.45346 2.90427 4.00325
C 0.49227 0.53821 2.26735
C 3.01776 -2.82489 -1.59579
C 3.01706 -7.12101 -1.70936
C 2.62382 2.57506 1.13046
C 1.86932 -6.68909 -0.84865
C 3.01160 -2.37721 -3.79030
C 1.83522 -8.91612 -1.07777
C -2.40679 4.97445 3.84966
C 1.74940 -3.09572 -3.42208
C -2.63861 0.14794 -2.29270
C -1.86858 -0.99228 -4.05834
C -0.02887 4.64129 1.26650
C -3.36210 3.11165 2.61266
C -0.74947 5.67881 2.29640
C -3.77672 -0.18770 -3.20832
H 2.42344 2.34436 4.27210
H -4.37610 -1.02618 -2.84209
H 0.66417 2.52734 4.74729
H -4.20783 2.57010 3.17793
H -0.64791 0.50149 2.09674
H 1.07652 4.87422 1.13153
H -2.36476 2.68618 2.99276
H 3.73844 -3.03093 -4.28149
H 3.95539 -6.64332 -1.42440
H -3.64436 3.88275 0.52423
H -1.67939 6.16672 1.83384
H -4.43306 0.66467 -3.38831
H -4.61957 2.36407 0.84992
H 2.82771 -1.51091 -4.42679
H -4.33900 4.68590 3.45726
H 1.33313 -5.83708 -1.26623
H -2.86812 -0.06126 -1.24746
H 0.77847 0.13240 3.29016
H 2.83476 -6.93968 -2.77293
H 0.02792 6.50036 2.51763
H -2.32077 1.19019 -2.38418
H 0.88971 -2.42391 -3.35353
H 2.17939 -6.44788 0.17210
H 1.56574 4.04367 4.13393
H 3.43556 1.93925 1.64793
H 0.98706 -0.02890 1.40032
H 1.51245 -3.90399 -4.11521
H -0.52864 4.82875 0.24240
H 2.47798 2.25089 0.04970
H 3.05599 3.64003 1.10485
*
```

Here are the Mulliken charges for atoms 1 to 2, given in e: Si 0.5996; F -0.2132

***

Below is a molecular structure, C16H44N8O8Zr, with properties calculated with the ωB97M-V functional and the def2-TZVPD basis.

For the HOMO-LUMO gap, the calculation gives 1.79 eV.

```
! RIJCOSX wB97M-V def2-TZVPD def2/J DEFGRID3
* xyz 0 1
Zr -0.11415 0.26252 0.13996
O 2.27254 3.47650 -1.40531
O 2.16503 -1.44508 -3.08743
O -2.83939 3.75736 1.61175
O -2.87509 0.68618 -3.16159
O 1.11875 2.12822 4.41055
O -3.36561 -1.54285 2.59473
O -1.20564 -4.58472 -1.54928
O 3.36213 -2.19605 1.65255
N 1.41609 3.03817 6.27459
N -3.98159 5.61361 1.66863
N 3.50163 -2.95266 -3.90371
N -2.44037 -5.21757 -3.28194
N -3.99264 4.32333 3.40633
N 3.16023 2.51849 5.14464
N -1.67539 -6.66153 -1.81138
N 3.66556 -0.98526 -4.66412
C 1.92225 2.54760 5.19897
C -3.59975 4.49059 2.16455
C -4.93712 -2.05929 4.50650
C -5.10792 -3.47437 2.41337
C 3.12241 4.51564 -1.85316
C -2.91274 2.30793 -4.96783
C 2.96781 -1.78273 -3.90213
C -4.03717 -2.63464 3.25236
C 4.73454 -4.28052 1.91027
C -4.81829 0.38653 -4.64340
C 4.45938 4.39410 -1.11692
C 5.63609 -2.10275 2.63385
C -3.77033 1.39787 -3.99815
C 3.31953 4.63439 -3.39904
C 4.65859 -2.81777 1.83024
C -1.68517 -5.44416 -2.23767
H 2.35672 4.70696 -3.90486
H 2.72789 5.47168 -1.50898
H -4.74617 -3.90642 1.48033
H -1.15979 -6.78594 -0.95185
H -4.42399 6.33558 2.21921
H 5.15888 -1.71693 3.53470
H 3.87391 -4.74195 2.39454
H 2.02068 3.07745 7.08270
H 3.75000 2.07378 4.45580
H -2.61646 -4.22397 -3.32484
H 3.48447 -0.00102 -4.52783
H 4.47714 -2.73827 -3.75366
H -2.88849 -5.96442 -3.79332
H -5.92691 -1.68218 4.24918
H 3.72174 3.66869 -3.70521
H -2.47965 3.00697 -4.25236
H 3.67608 2.88185 5.93329
H -3.40465 -3.38587 3.72531
H 0.49930 2.63608 6.14072
H -5.49224 0.86269 -5.35555
H 5.58923 -4.73258 2.41351
H -4.62360 4.98767 3.83133
H 5.08757 3.67783 -1.64648
H -4.53695 -0.53933 -5.14513
H 3.91647 5.49061 -3.71310
H 5.05789 5.30092 -1.03003
H -5.47379 0.20182 -3.79234
H 4.37081 4.04177 -0.08925
H -5.44361 -4.23562 3.11759
H -5.85510 -2.79058 2.01056
H 5.91102 -1.26676 1.99072
H 6.49402 -2.73572 2.86057
H -4.99246 -2.93849 5.14841
H 5.15900 -2.53763 0.90330
H 3.06595 -3.61237 -3.27516
H -3.44129 3.58015 3.81107
H -3.31187 5.93395 0.98382
H 4.81975 -4.62412 0.87936
H -2.19568 1.74783 -5.56802
H 4.21385 -1.26060 -5.46641
H -2.25185 -7.37844 -2.22832
H -4.36009 2.19563 -3.54662
H -3.53283 2.97976 -5.56132
H -4.39938 -1.35749 5.14399
*
```

Here are the Mulliken charges for atoms 1 to 2, given in e: Zr 1.6683; O -0.6525

***

Below is a molecular structure, C15H17Cl3N2O2V, with properties calculated with the ωB97M-V functional and the def2-TZVPD basis.

The energy relative to the best compared isomer or geometry (same formula, charge and spin) is 24.1 kcal per mole. For the HOMO-LUMO gap (spin up / spin down), the calculation gives 5.36 / 5.51 eV. The expectation value of S² is 0.80.

```
! RIJCOSX wB97M-V def2-TZVPD def2/J DEFGRID3
* xyz 2 2
V -0.26815 -0.15798 0.40762
Cl 1.84677 0.39190 4.53570
Cl 4.18977 -1.15578 3.67262
Cl 4.05264 1.73998 3.17653
O 3.37185 -0.02852 0.95985
O 1.26918 -0.28927 1.72888
N 0.02201 1.23314 -0.93222
N -0.20401 -1.42807 -0.99961
C 0.09962 -0.81634 -2.19203
C 0.32878 3.41314 -1.85264
C 2.53964 -0.05594 1.85464
C 0.52137 2.83876 -3.12750
C -2.44794 -0.11398 0.47777
C -1.42022 0.89308 2.88511
C 0.07244 2.58225 -0.76172
C -0.35118 -3.57800 -1.99964
C -0.41352 -2.76115 -0.87393
C 0.23617 0.63850 -2.16415
C -1.32486 -0.53751 2.93266
C 0.15240 -1.60601 -3.36173
C 0.45436 1.45019 -3.27516
C -0.05971 -2.99427 -3.25085
C 3.14728 0.23961 3.28700
H -2.73430 0.68761 -0.22323
H -0.99453 -1.11648 1.99789
H -2.09690 1.22616 3.65427
H 0.36442 4.48302 -1.72311
H -0.01240 -3.58563 -4.14858
H -0.52449 -0.70793 3.65116
H -0.60428 -3.07354 0.13822
H -1.75547 1.51315 2.04000
H -3.05016 0.02689 1.39795
H -2.24138 -0.91655 3.29464
H 0.30507 -1.09319 -4.29895
H 0.51980 0.95567 -4.25296
H -0.53559 -4.63659 -1.91806
H -2.72934 -1.11085 0.08133
H 0.69599 3.44983 -3.99105
H -0.33457 1.09170 2.92138
H -0.08656 2.90904 0.25188
*
```

Here are the Mulliken charges for atoms 1 to 2, given in e: V 0.4737; Cl -0.1424

***

Below is a single C21H30N2O4 molecule, with properties calculated with the ωB97M-V functional and the def2-TZVPD basis.

The energy relative to the best compared isomer or geometry (same formula, charge and spin) is 18.6 kcal per mole. For the HOMO-LUMO gap, the calculation gives 9.55 eV. As for the structure (SMILES): Cc1cc(C)c(C(=O)NC[C@@H]2CCCO2)c(C)c1C(=O)NC[C@H]1CCCO1.

```
! RIJCOSX wB97M-V def2-TZVPD def2/J DEFGRID3
* xyz 0 1
O -3.12876 -0.37401 1.84585
O 2.12328 -2.02040 -2.08564
O 3.09304 1.23038 1.01283
O -2.95522 2.31807 -1.61357
N 2.52811 -1.38089 0.04663
N -3.44280 -0.07994 -0.37338
C -1.77640 3.60686 -0.02132
C -0.20031 0.15155 -0.38764
C -2.83311 -0.64045 0.69728
C -3.45840 -3.40929 1.05916
C -2.92026 2.85854 0.68077
C -3.80452 2.36098 -0.47931
C -2.10034 3.43418 -1.51629
C 3.79433 -0.74541 -0.21813
C 4.98767 1.50972 -0.41299
C 4.09202 1.91779 1.73656
C -4.42075 0.97302 -0.25843
C 0.38671 -2.28168 -0.44206
C -0.55572 -1.29071 -0.16213
C 0.08703 -3.63121 -0.27009
C 1.74418 -1.87992 -0.94054
C -1.80415 -1.66887 0.32854
C 1.10996 -4.67853 -0.58512
C -1.16558 -3.97665 0.21529
C 4.96651 2.58300 0.67628
C -2.11325 -3.01610 0.53046
C 3.64311 0.78486 -0.22492
H -3.07051 -0.24574 -1.29548
H -3.67060 -2.87025 1.98027
H -0.81172 3.16282 0.21823
H 1.54227 -4.49748 -1.56682
H -4.61729 3.08479 -0.66108
H 1.91966 -4.64667 0.14431
H -4.84421 0.92413 0.74706
H 4.68381 1.21216 2.33850
H -2.61290 4.32790 -1.90209
H -3.48751 3.50131 1.35033
H 0.42744 0.24665 -1.27204
H -1.74556 4.66016 0.25006
H -5.20635 0.80133 -0.99881
H -1.08642 0.76177 -0.52721
H 5.95687 2.83375 1.04775
H -4.23791 -3.15515 0.34070
H 5.08604 1.92650 -1.41207
H -3.50018 -4.47770 1.25456
H 0.35633 0.54760 0.46335
H 5.81003 0.81305 -0.24491
H 4.48090 3.48812 0.31093
H -1.22432 3.23329 -2.13379
H 0.66649 -5.67077 -0.56754
H 3.59208 2.62127 2.40359
H 4.51267 -1.04395 0.55157
H 4.13541 -1.08778 -1.19726
H -2.54757 2.01317 1.25617
H 2.10179 -1.15565 0.93273
H 2.92149 1.05725 -1.00474
H -1.40658 -5.02077 0.35565
*
```

Here are the Mulliken charges for atoms 1 to 2, given in e: O -0.6537; O -0.6795

***

One value per record, in order, for E: -2534.16444, -1275.85407, -2012.77289, -1722.19420, -3165.61705, -1228.72928 hartree.
One value per record, in order, for max |F|: 4.24, 0.74, 4.45, 8.94, 3.90, 0.60 eV Å⁻¹.